DFT (the ωB97M-V functional and the def2-TZVPD basis) results for 14 unconnected molecules or ions with the total composition C56H84O42 in a non-equilibrium geometry.

E_tot: -145426.6658 eV
E_HOMO: -10.486 eV
M: 1429.25 Da
Kohn-Sham gap: 10.09 eV

CARTESIAN COORDINATES (ANGSTROEM)
C1 -2.7958 -6.5860 -6.5981
C2 -2.7719 -6.4997 -5.0419
C3 -2.4217 -5.1729 -4.4661
O1 -3.4797 -5.0225 -3.5128
C4 -4.3734 -5.9849 -3.5678
O2 -5.2918 -6.0565 -2.7692
O3 -4.0505 -6.7576 -4.6119
H1 -3.1537 -7.4783 -7.1117
H2 -1.7967 -6.4564 -7.0142
H3 -3.3746 -5.7646 -7.0203
H4 -2.2480 -7.3185 -4.5487
H5 -2.2515 -4.3796 -5.1941
H6 -1.4711 -5.2406 -3.9371
C5 3.0023 9.1539 3.1665
C6 2.2966 7.9836 2.5769
C7 2.8402 7.4807 1.1823
O4 2.9845 6.1077 1.3797
C8 2.8207 5.7537 2.6724
O5 3.0724 4.6356 3.1493
O6 2.4961 6.7883 3.3947
H7 2.5058 10.0409 2.7732
H8 4.0836 9.1383 3.0305
H9 2.7158 9.1654 4.2181
H10 1.2184 8.1270 2.5060
H11 3.7632 7.9825 0.8921
H12 2.1587 7.6131 0.3420
C9 3.8113 -6.9431 -4.5263
C10 3.6378 -8.4975 -4.9134
C11 4.7042 -9.4192 -4.3941
O7 4.0264 -10.4327 -3.6436
C12 2.7309 -10.1590 -3.5703
O8 1.9502 -10.8312 -3.0003
O9 2.5154 -8.9904 -4.1834
H13 2.8838 -6.3743 -4.5922
H14 4.5578 -6.3960 -5.1021
H15 4.1727 -6.8770 -3.5001
H16 3.4271 -8.6070 -5.9772
H17 5.4233 -8.8243 -3.8309
H18 5.2240 -9.9637 -5.1824
C13 6.6966 -1.7027 -5.4603
C14 7.8247 -2.5486 -4.8101
C15 9.2932 -2.1185 -5.1320
O10 9.8288 -1.8538 -3.8660
C16 8.9185 -2.1390 -2.8722
O11 9.1232 -2.0187 -1.6676
O12 7.7269 -2.4095 -3.4156
H19 5.7480 -1.9905 -5.0070
H20 6.7304 -1.9574 -6.5196
H21 6.8882 -0.6436 -5.2880
H22 7.7643 -3.6093 -5.0535
H23 9.3435 -1.2388 -5.7735
H24 9.8765 -2.9150 -5.5940
C17 -5.3359 0.2590 9.2210
C18 -5.1577 -0.8089 8.1260
C19 -6.3197 -0.7483 7.1218
O13 -5.6885 -0.6808 5.8770
C20 -4.4091 -0.4938 6.0143
O14 -3.5574 -0.2667 5.1416
O15 -4.0322 -0.5346 7.3495
H25 -4.5886 0.1933 10.0118
H26 -6.2620 0.1340 9.7821
H27 -5.3002 1.2789 8.8381
H28 -5.0088 -1.7773 8.6036
H29 -6.9731 0.1060 7.2983
H30 -6.8897 -1.6724 7.2182
C21 6.4114 1.8649 -0.2380
C22 7.3031 2.9393 -0.8669
C23 8.8190 2.7873 -0.5146
O16 9.4494 2.7998 -1.7682
C24 8.5807 2.9811 -2.7612
O17 8.8632 3.0593 -3.9698
O18 7.3333 2.9151 -2.2924
H31 6.3273 1.9271 0.8469
H32 6.7983 0.8782 -0.4924
H33 5.4192 2.0175 -0.6628
H34 6.9672 3.9322 -0.5681
H35 9.0171 2.0021 0.2149
H36 9.0411 3.7409 -0.0357
C25 -8.0182 -1.7994 0.6011
C26 -9.1203 -2.5690 1.2542
C27 -9.6541 -1.7629 2.4849
O19 -11.0130 -1.9953 2.4310
C28 -11.3170 -2.4479 1.1924
O20 -12.4821 -2.6744 0.7701
O21 -10.2868 -2.6882 0.4882
H37 -7.7645 -2.2772 -0.3452
H38 -7.1465 -1.7806 1.2551
H39 -8.2775 -0.7848 0.2985
H40 -8.7519 -3.5278 1.6190
H41 -9.4541 -0.6914 2.4958
H42 -9.4026 -2.2452 3.4295
C29 -4.1541 -5.0847 2.6554
C30 -2.7654 -4.6768 1.9885
C31 -1.6090 -4.2631 2.8929
O22 -0.5653 -5.1621 2.6194
C32 -1.0022 -6.0202 1.6712
O23 -0.3689 -6.8505 1.1212
O24 -2.2300 -5.7754 1.3155
H43 -3.9043 -5.8109 3.4289
H44 -4.8134 -5.5964 1.9542
H45 -4.6904 -4.2685 3.1394
H46 -3.0440 -3.8246 1.3685
H47 -1.7891 -4.2749 3.9679
H48 -1.3045 -3.2526 2.6203
C33 2.2380 4.1144 -4.4623
C34 1.8005 5.2472 -5.4304
C35 0.3139 5.6207 -5.3148
O25 0.3592 6.9799 -4.8475
C36 1.6245 7.4602 -4.7090
O26 1.9354 8.5419 -4.2916
O27 2.5177 6.4179 -4.9442
H49 1.6359 3.2071 -4.5099
H50 2.1900 4.4386 -3.4228
H51 3.2318 3.6797 -4.5694
H52 2.1351 5.0266 -6.4441
H53 -0.2819 4.9751 -4.6696
H54 -0.1410 5.6743 -6.3039
C37 -2.5681 0.8500 -1.2241
C38 -1.0519 0.8362 -1.3145
C39 -0.2666 0.5531 -0.0650
O28 0.5249 -0.6037 -0.4594
C40 0.3174 -0.8808 -1.7440
O29 0.8414 -1.8888 -2.2727
O30 -0.6267 -0.0372 -2.2958
H55 -3.0367 1.4707 -0.4603
H56 -2.9775 -0.1412 -1.0289
H57 -2.9644 1.2279 -2.1665
H58 -0.6692 1.7377 -1.7930
H59 -0.9327 0.3746 0.7792
H60 0.2606 1.4791 0.1641
C41 -1.5250 11.0535 -0.1830
C42 -2.6516 9.9921 -0.1531
C43 -3.4642 9.7606 -1.4441
O31 -3.3128 8.3127 -1.6568
C44 -2.4309 7.8412 -0.7802
O32 -1.9078 6.7361 -0.9398
O33 -2.0454 8.8010 0.1485
H61 -0.9424 11.0708 0.7380
H62 -1.9189 12.0657 -0.2742
H63 -0.8389 10.9671 -1.0255
H64 -3.3616 10.2422 0.6353
H65 -3.0563 10.2188 -2.3451
H66 -4.4822 10.1302 -1.3206
C45 -7.6799 4.7526 -1.0907
C46 -8.6666 5.9291 -0.8949
C47 -9.4523 5.8669 0.4275
O34 -9.0791 7.0131 1.1353
C48 -8.1929 7.6786 0.4062
O35 -7.8180 8.8353 0.7170
O36 -8.0207 7.1696 -0.7667
H67 -7.2750 4.6953 -2.1011
H68 -8.1760 3.7995 -0.9070
H69 -6.8877 4.7887 -0.3430
H70 -9.4760 5.9553 -1.6244
H71 -9.0866 4.9584 0.9061
H72 -10.5390 5.8947 0.3487
C49 5.7421 -7.3734 0.9667
C50 6.2165 -5.9290 0.7231
C51 5.1092 -4.8367 0.6670
O37 5.5172 -3.9921 1.8111
C52 6.7292 -4.4192 2.3996
O38 7.2790 -3.8877 3.3720
O39 7.0434 -5.6057 1.8473
H73 6.5542 -7.9697 1.3825
H74 5.4371 -7.7070 -0.0252
H75 4.9749 -7.3074 1.7382
H76 6.8226 -5.9824 -0.1813
H77 4.1061 -5.2578 0.7341
H78 5.2258 -4.1972 -0.2080
C53 1.9696 -0.6063 6.0062
C54 1.8965 -1.8782 6.8144
C55 2.9788 -2.8798 6.4566
O40 3.4325 -3.3343 7.7525
C56 2.9878 -2.6288 8.7362
O41 3.3647 -2.7169 9.9209
O42 2.1325 -1.6623 8.2178
H79 2.1346 -0.8538 4.9576
H80 2.7955 -0.0065 6.3884
H81 1.0341 -0.0472 5.9876
H82 0.8875 -2.2796 6.7207
H83 3.8075 -2.4013 5.9346
H84 2.5158 -3.6504 5.8402

Atomic forces in eV per Å
0.84 0.53 0.01
0.73 -1.94 -2.55
0.92 -0.19 0.72
1.43 2.53 0.52
-1.60 -0.02 1.24
1.46 -0.46 -1.97
-3.55 -0.89 0.86
-0.23 -0.34 0.87
0.28 0.13 0.24
-0.18 0.16 0.30
1.02 0.11 -0.54
-1.00 0.32 0.09
-0.11 0.06 0.29
-0.90 0.20 0.55
0.21 -1.34 -1.37
-0.91 1.12 0.50
0.42 -1.54 -0.15
1.88 -3.42 0.92
-1.04 2.98 -1.80
-0.62 1.58 0.67
0.53 0.24 -0.30
-0.17 0.10 0.02
0.45 0.04 0.21
0.02 0.14 0.18
0.35 -0.30 0.27
-0.26 0.18 0.23
0.21 -1.40 -0.05
-0.72 2.01 0.66
1.06 -0.55 -0.66
1.62 0.04 0.02
0.57 0.53 0.12
-0.95 -0.27 0.19
-1.77 0.84 -0.43
-0.12 -0.37 -0.10
0.04 -0.39 -0.43
-0.21 -0.17 0.17
0.04 -0.01 0.01
0.04 -0.52 0.54
0.16 0.28 -0.04
1.23 -1.06 0.37
-0.06 0.52 -1.27
-0.90 -0.17 -0.37
0.03 -0.17 1.70
0.91 1.51 2.29
-0.32 -0.57 -3.26
0.14 -0.40 0.88
-0.02 0.05 -0.20
-0.36 0.33 -0.10
-0.04 -0.03 -0.11
-0.52 -0.04 -0.03
0.01 0.15 0.18
-0.13 -0.06 -0.05
0.28 -0.24 0.49
-0.82 1.12 1.61
-0.35 -0.97 1.55
-0.95 -0.07 -1.36
5.13 1.21 -0.88
-3.04 -0.90 2.14
0.14 0.15 -1.87
0.36 -0.13 -0.27
-0.33 -0.14 -0.35
-0.06 -0.10 -0.28
-0.26 -0.16 -0.17
0.12 0.07 -0.25
-0.23 0.12 -0.40
0.04 0.34 -1.06
0.69 -0.52 1.16
-1.80 2.02 0.80
1.34 -0.41 -0.25
0.47 -0.86 -3.60
-0.71 0.02 3.87
-0.92 0.09 -0.28
0.23 0.32 -0.06
-0.14 -0.07 -0.07
-0.14 -0.35 0.11
-0.14 -0.02 -0.05
0.45 -0.50 -0.85
0.62 -0.15 0.26
0.29 -0.26 -1.32
0.93 1.78 2.12
0.96 -1.16 0.74
-2.24 -0.01 -1.02
-7.35 -0.78 -0.18
3.99 1.14 1.90
2.47 -0.71 -2.11
0.37 -0.22 0.07
0.00 0.01 -0.06
-0.29 0.10 0.44
-0.26 -0.29 -0.41
0.25 -0.03 -0.19
0.90 0.42 0.03
1.71 -0.49 0.23
-2.67 0.62 1.41
-0.26 1.16 0.81
0.16 -0.60 -0.25
1.47 -0.09 -0.51
1.16 -0.83 0.22
-2.22 0.34 -0.90
-0.17 -0.12 0.17
0.19 0.24 -0.24
0.25 0.23 -0.22
0.51 -0.33 -0.81
-0.34 -0.09 -0.02
0.24 0.00 0.11
-0.26 -0.58 0.11
1.25 -0.93 1.75
0.70 0.85 -0.84
-0.06 0.52 0.19
0.69 -1.15 1.03
-0.54 -1.19 -0.88
-1.19 1.08 -0.70
-0.60 0.17 -0.31
-0.19 0.33 -0.06
0.31 0.71 -0.52
-0.18 0.19 -0.01
0.19 0.27 0.24
-0.14 -0.25 0.05
-0.44 -0.04 -0.20
-1.00 2.56 -0.47
-0.41 0.04 -0.19
-0.12 1.36 1.01
0.63 -3.89 -1.88
-1.91 4.04 1.21
1.83 -3.53 -0.45
0.67 0.31 0.23
0.21 -0.24 -0.22
-0.06 -0.25 -0.08
-0.59 0.96 0.82
0.29 -0.70 0.04
0.92 -0.61 0.20
-0.60 0.60 -0.33
0.07 2.64 -0.10
0.79 -0.28 -0.23
-0.89 1.43 0.64
2.49 -2.23 -0.77
-1.42 2.73 1.34
-0.01 -3.50 -0.86
-0.13 -0.38 0.04
-0.36 0.02 0.01
-0.05 -0.51 -0.04
0.05 0.04 0.20
0.21 0.13 0.16
-0.17 -0.77 -0.07
-0.60 0.38 0.10
-1.06 -1.37 0.32
0.16 -1.39 0.11
0.54 -0.24 0.81
-0.13 6.62 2.02
-0.40 -3.98 -0.70
1.25 -0.59 -2.21
0.12 0.27 0.13
-0.36 0.06 -0.08
0.17 0.29 -0.12
0.73 0.26 -0.85
-0.50 0.04 0.68
0.12 -0.32 -0.23
0.07 1.43 0.05
-0.14 -1.29 0.16
2.30 0.33 0.90
0.58 -0.24 0.29
-0.90 0.69 1.97
-1.81 -1.56 -3.60
0.66 1.03 0.03
0.06 0.00 -0.37
-0.48 -0.62 0.41
-0.40 -0.49 -0.34
0.25 0.61 0.07
0.03 0.32 0.48
-0.25 -0.17 -0.04
-0.05 0.12 -0.03
-0.25 0.23 0.39
-0.45 0.39 0.37
0.95 -2.22 -2.01
0.27 2.14 3.46
-1.74 0.31 -3.95
0.19 -0.15 1.09
0.31 -0.11 -0.05
-0.07 0.18 -0.22
0.10 0.10 0.47
0.03 -0.36 0.05
0.11 -0.19 0.09
0.59 -0.46 0.32